No. 1
Here is a cluster of 3 separate species, C3H13NO3 in total at a distorted geometry from the Open Molecules 2025 dataset. Energies are from ωB97M-V with the def2-TZVPD basis set.

ORCA input file:
```
! wB97M-V def2-TZVPD RIJCOSX def2/J DEFGRID3
* xyz 0 1
C 1.5164 -0.1977 -0.3438
C 0.3832 -0.2692 0.6397
O 0.3957 -1.5045 1.3571
C -1.0073 -0.1631 -0.0044
N -1.8148 0.9003 0.6395
H 1.5022 -0.7569 -1.2703
H 1.6175 0.8553 -0.6466
H 2.4959 -0.3682 0.1227
H 0.4235 0.6101 1.2726
H 1.2942 -1.8026 1.5251
H -0.8736 0.1771 -1.0365
H -1.5917 -1.0686 -0.1274
H -1.6499 0.8945 1.6409
H -2.7922 0.7070 0.4833
O 0.3176 -2.4789 -1.9527
H -0.4001 -2.1275 -1.4083
H 0.7498 -2.9977 -1.2656
O 0.1011 3.2495 0.4246
H -0.6000 2.5796 0.3285
H -0.0675 3.7614 -0.3783
*
```

Molar mass = 111.14 g/mol
Gap between HOMO and LUMO = 10.62 eV
HOMO energy = -9.9 eV
SMILES = C[C@H](O)CN.O.O
Maximum force = 2.155 eV Å⁻¹

---

No. 2
Here is an isolated molecule of C14H19FN2O3S from the Open Molecules 2025 dataset. Energies are from ωB97M-V with the def2-TZVPD basis set.

ORCA input file:
```
! wB97M-V def2-TZVPD RIJCOSX def2/J DEFGRID3
* xyz 0 1
C 0.0246 3.5937 -0.1934
S 0.3913 2.4064 -1.5130
C 2.2087 2.2311 -1.3232
C 2.6533 1.5121 -0.0570
C 2.5358 -0.0117 -0.0993
N 1.1854 -0.4012 -0.4732
C 0.8345 -1.6387 -0.8968
O 1.5207 -2.6377 -0.6841
N -0.3430 -1.6877 -1.5820
C -1.1910 -2.8585 -1.4924
C -1.9002 -2.9396 -0.1194
C -2.2884 -1.5588 0.3303
C -1.5070 -0.8836 1.2620
C -1.7674 0.4354 1.5879
C -2.8250 1.0742 0.9685
F -3.0685 2.3723 1.2560
C -3.6356 0.4249 0.0554
C -3.3581 -0.8932 -0.2592
C 2.9201 -0.5836 1.2963
O 3.2811 0.1342 2.1897
O 2.8339 -1.8873 1.4123
H -1.0475 3.7583 -0.2138
H 0.5501 4.5234 -0.3922
H 0.3147 3.1850 0.7696
H 2.6146 3.2422 -1.3492
H 2.5322 1.6980 -2.2168
H 2.0886 1.8730 0.8050
H 3.7003 1.7549 0.1336
H 3.2486 -0.4347 -0.8250
H 0.5743 0.3746 -0.7077
H -0.8466 -0.8147 -1.6526
H -1.9210 -2.7965 -2.3008
H -0.5632 -3.7381 -1.6398
H -1.2152 -3.3782 0.6066
H -2.7744 -3.5850 -0.2082
H -0.6793 -1.3908 1.7350
H -1.1623 0.9636 2.3076
H -4.4597 0.9507 -0.3999
H -3.9784 -1.4096 -0.9768
H 2.4421 -2.3253 0.5905
*
```

Molar mass = 314.38 g/mol
Gap between HOMO and LUMO = 9.70 eV
HOMO energy = -9.2 eV
SMILES = CSCC[C@H](NC(=O)NCCc1ccc(F)cc1)C(=O)O
Maximum force = 0.799 eV Å⁻¹

---

No. 3
Here is an isolated molecule of C4H9N3O at a distorted geometry from the Open Molecules 2025 dataset. Energies are from ωB97M-V with the def2-TZVPD basis set.

ORCA input file:
```
! wB97M-V def2-TZVPD RIJCOSX def2/J DEFGRID3
* xyz 0 1
N 3.0104 1.1036 -0.0493
C 1.6123 0.8701 -0.3403
O 0.8084 1.5349 -1.0301
N 1.0849 -0.2854 0.1024
C -0.1361 -0.7997 0.4713
C -1.1386 0.4237 0.8909
C -1.3088 -0.5416 -0.3884
N -2.6848 -1.0527 -0.4378
H 3.4870 1.8090 -0.6996
H 3.7931 0.3757 0.2651
H 1.6954 -1.1002 0.4729
H -0.1333 -1.7250 1.3457
H -1.7587 -0.0181 1.5894
H -1.1579 1.5983 0.8122
H -1.0060 0.0215 -1.3320
H -3.4548 -0.2259 -0.4886
H -2.7123 -1.9883 -1.1838
*
```

Molar mass = 115.14 g/mol
Gap between HOMO and LUMO = 8.87 eV
HOMO energy = -8.3 eV
SMILES = NC(=O)N[C@H]1C[C@@H]1N
Maximum force = 8.036 eV Å⁻¹

---

No. 4
Here is an isolated molecule of C15H17Cl2NO4 from the Open Molecules 2025 dataset. Energies are from ωB97M-V with the def2-TZVPD basis set.

ORCA input file:
```
! wB97M-V def2-TZVPD RIJCOSX def2/J DEFGRID3
* xyz 0 1
C -6.1665 -0.1782 -1.7752
C -5.3148 0.0521 -0.5323
C -3.8527 0.3144 -0.9130
N -3.0495 0.4528 0.2849
C -1.7336 0.7450 0.2877
O -1.0601 0.7878 1.2944
C -1.1174 1.0505 -1.0869
O 0.2844 1.1384 -0.9393
C 0.8801 -0.0119 -0.6088
O 0.3149 -1.0778 -0.6337
C 2.3237 0.1344 -0.2763
C 3.0854 -1.0309 -0.3601
C 4.4331 -1.0144 -0.0593
Cl 5.3578 -2.4632 -0.1838
C 5.0477 0.1637 0.3455
C 4.2975 1.3179 0.4478
C 2.9415 1.3169 0.1379
Cl 2.0828 2.7890 0.3189
C -3.6822 0.0562 1.5290
C -4.4753 -1.2334 1.3189
C -3.5437 -2.4121 1.0290
O -5.4397 -1.0953 0.2775
H -6.1576 0.7037 -2.4093
H -5.7861 -1.0297 -2.3325
H -7.1870 -0.3939 -1.4744
H -5.7011 0.9341 0.0071
H -3.7952 1.2270 -1.5153
H -3.4979 -0.5290 -1.5199
H -1.4478 2.0235 -1.4548
H -1.3685 0.2617 -1.8041
H 2.5913 -1.9415 -0.6629
H 6.0997 0.1725 0.5827
H 4.7591 2.2371 0.7718
H -4.3384 0.8573 1.8878
H -2.8906 -0.1002 2.2635
H -5.0473 -1.4504 2.2323
H -2.9784 -2.6629 1.9221
H -4.1354 -3.2725 0.7292
H -2.8413 -2.1745 0.2344
*
```

Molar mass = 346.21 g/mol
Gap between HOMO and LUMO = 9.38 eV
HOMO energy = -9.1 eV
SMILES = C[C@@H]1CN(C(=O)COC(=O)c2cc(Cl)ccc2Cl)C[C@H](C)O1
Maximum force = 0.590 eV Å⁻¹

---

No. 5
Here is a structure of composition C5H11N at a distorted geometry from the Open Molecules 2025 dataset. Energies are from ωB97M-V with the def2-TZVPD basis set.

ORCA input file:
```
! wB97M-V def2-TZVPD RIJCOSX def2/J DEFGRID3
* xyz 0 1
C 0.3005 0.2709 0.0268
C 0.2078 -0.3750 1.3887
C 0.9147 -0.9605 -0.5948
C 0.1038 -1.6256 0.5167
C 0.5729 1.6920 -0.2929
N -1.6813 0.1194 -0.6339
H -2.3996 0.6204 -0.1199
H -1.8794 0.0624 -1.6283
H -0.6539 -0.0859 2.0092
H 1.1218 -0.1922 2.0059
H 0.6488 -1.1633 -1.6433
H 2.0314 -0.9454 -0.5461
H 0.2210 -2.6496 0.8607
H -1.5598 -0.9208 -0.2743
H -0.0720 2.3772 0.2588
H 1.6097 1.8758 0.0287
H 0.5137 1.9000 -1.3619
*
```

Molar mass = 85.15 g/mol
Gap between HOMO and LUMO = 6.41 eV
HOMO energy = -5.8 eV
Maximum force = 2.258 eV Å⁻¹

---

No. 6
Here is a structure of composition C20H25FeNOP2 at a distorted geometry from the Open Molecules 2025 dataset. Energies are from ωB97M-V with the def2-TZVPD basis set.

ORCA input file:
```
! wB97M-V def2-TZVPD RIJCOSX def2/J DEFGRID3
* xyz 1 6
C -1.5438 3.2146 -3.9524
C -1.3443 1.9414 -3.4216
C -0.0019 1.4550 -3.2810
C 1.0905 2.2944 -3.5273
C 0.8497 3.5284 -4.1153
C -0.4445 4.0022 -4.3163
C 2.5009 1.8366 -3.3235
C 2.5903 0.3534 -3.4464
C 1.4767 -0.4611 -3.2308
C 1.6020 -1.8956 -3.2470
C 2.8347 -2.4484 -3.5949
C 3.9282 -1.6201 -3.8870
C 3.7858 -0.2406 -3.8290
H -2.5531 3.5888 -4.1452
H 1.7146 4.1263 -4.3955
H -0.6056 5.0046 -4.7220
H 3.1630 2.2887 -4.0949
H 2.9413 -3.5315 -3.6981
H 4.8888 -2.0616 -4.1555
H 4.6147 0.4294 -4.0286
N 0.2865 0.1653 -2.7715
Fe -0.4987 -0.3445 -1.2227
C -2.5123 1.1433 -2.8591
H -2.6330 0.1761 -3.3746
H -3.4735 1.6814 -2.8774
C 0.4581 -2.8063 -2.7618
H -0.4388 -2.6446 -3.3921
H 0.7303 -3.8819 -2.7371
P -2.1914 0.7946 -1.0581
P -0.0108 -2.3520 -1.0157
C 1.3728 -2.9551 -0.0201
H 1.2352 -2.5796 1.0069
H 1.3525 -4.0552 -0.0821
H 2.2965 -2.5348 -0.4471
C -1.4770 -3.3447 -0.6010
H -1.1996 -4.4011 -0.7203
H -1.7458 -3.1064 0.4385
H -2.3138 -3.0603 -1.2570
C -2.2421 2.4096 -0.2951
H -3.2606 2.7814 -0.4721
H -2.0453 2.2942 0.7827
H -1.4968 3.0648 -0.7715
C -3.5906 -0.1715 -0.4400
H -3.4490 -0.2835 0.6485
H -4.4838 0.4317 -0.6612
H -3.6222 -1.1599 -0.9318
H 2.9515 2.2098 -2.3725
H 0.5248 0.6214 -0.3419
O 0.1211 0.0996 1.8144
C -0.1320 0.0036 0.6739
*
```

Molar mass = 413.22 g/mol
Gap between HOMO and LUMO (alpha / beta) = 6.72 / 5.72 eV
HOMO energy (alpha / beta) = -8.8 / -11.4 eV
Maximum force = 5.568 eV Å⁻¹

---

No. 7
Here is a cluster of 2 separate species, C3H5N5O in total at a distorted geometry from the Open Molecules 2025 dataset. Energies are from ωB97M-V with the def2-TZVPD basis set.

ORCA input file:
```
! wB97M-V def2-TZVPD RIJCOSX def2/J DEFGRID3
* xyz 0 1
N -3.4211 -0.4704 -1.2988
C -2.6669 0.1353 -0.6748
N -1.7044 0.6984 -0.0177
N -1.7662 1.6534 0.7762
O -0.6369 1.9086 1.3491
H 0.2124 1.4737 0.9399
C 1.7429 0.0159 -1.1511
N 1.1165 -0.0211 0.1838
C 0.9200 -1.0304 0.8336
N 0.7198 -1.9114 1.5917
H 1.7064 1.0515 -1.2980
H 1.1915 -0.5691 -1.7470
H 2.6684 -0.4085 -0.9846
H -0.0825 -2.5258 1.4977
*
```

Molar mass = 127.11 g/mol
Gap between HOMO and LUMO = 9.54 eV
HOMO energy = -10.0 eV
SMILES = N#C/N=N/O.CN=C=N
Maximum force = 4.072 eV Å⁻¹

---

No. 8
Here is a structure of composition C4H80B3BrO39P2 at a distorted geometry from the Open Molecules 2025 dataset. Energies are from ωB97M-V with the def2-TZVPD basis set.

ORCA input file:
```
! wB97M-V def2-TZVPD RIJCOSX def2/J DEFGRID3
* xyz 0 1
C 2.8993 0.5078 1.7806
C 2.7037 0.3944 0.2560
C 1.2146 0.3729 -0.1784
C 1.0574 0.1420 -1.7264
B 0.6483 1.8452 0.0993
O -0.1050 2.1454 1.2941
B -0.9959 3.1644 0.8710
P -2.8444 2.6739 0.6560
O -3.6712 3.6696 -0.1630
O -0.4452 4.4241 0.5941
B 0.6430 4.1822 -0.2703
P 1.8929 5.6138 -0.7320
O 3.3980 4.9488 -1.0619
Br 1.1967 6.3170 -2.7828
O 0.8281 2.8990 -0.8382
H 2.4883 -0.4126 2.2358
H 3.9649 0.6010 2.0375
H 2.4012 1.3625 2.2454
H 3.2014 -0.5268 -0.0965
H 3.1986 1.2194 -0.2694
H 0.6301 -0.3855 0.3623
H 1.6377 0.8658 -2.3135
H -0.0041 0.3315 -1.9458
H 1.2875 -0.8972 -1.9679
H -2.8235 1.4357 -0.0654
H -3.4193 2.4371 1.9406
H 3.8388 4.6338 -0.2638
O 1.0557 -2.1747 3.2005
H 1.5343 -2.2071 4.0406
H 0.2728 -1.6547 3.3976
O -0.4964 6.5443 -6.0739
H 0.0162 6.5915 -5.2618
H -1.2888 7.0523 -5.8802
O 1.8628 1.2042 4.5309
H 1.2387 1.9325 4.5348
H 2.2152 1.2032 5.4247
O -6.7707 2.5947 0.2288
H -7.1627 2.3484 -0.6129
H -5.8549 2.8194 0.0081
O -2.2269 -0.7832 -1.3939
H -2.9106 -1.2930 -0.9514
H -2.6363 -0.5188 -2.2243
O 5.1665 2.6133 -0.3969
H 4.8814 2.7157 -1.3142
H 6.0887 2.8855 -0.4020
O 3.3769 -2.2279 5.2113
H 3.6910 -1.3190 5.1709
H 4.1724 -2.7604 5.0415
O -3.5015 0.4512 -4.1382
H -2.9612 0.5417 -4.9344
H -3.8762 1.3280 -4.0002
O 1.0757 -2.3046 -3.9018
H 0.8933 -1.8380 -4.7223
H 0.3045 -2.8636 -3.7778
O 5.3326 -3.1106 6.7696
H 5.8109 -3.1487 7.6030
H 4.5508 -2.5890 6.9719
O 3.0202 -3.9776 1.6261
H 2.4115 -3.2830 1.9164
H 3.3984 -3.6341 0.8127
O 1.6265 9.4852 -4.0916
H 1.5194 8.6048 -3.7124
H 2.5690 9.6644 -4.0038
O 4.2208 1.0992 -2.7144
H 4.9585 1.1373 -3.3294
H 3.9788 0.1680 -2.6963
O -5.8030 2.4278 -3.0902
H -5.1994 2.8718 -2.4788
H -6.4160 1.9627 -2.5167
O 5.7710 -4.0434 3.8122
H 5.6072 -4.7339 4.4578
H 6.3113 -4.4704 3.1526
O 3.7568 -4.6037 8.6536
H 3.0586 -5.1173 9.0774
H 3.3675 -4.3233 7.8208
O -3.1467 -3.2860 -2.1201
H -3.3808 -3.1604 -3.0440
H -2.2175 -3.0264 -2.0746
O -8.5280 0.6054 -1.3115
H -9.2132 0.1179 -0.8426
H -8.9481 0.8662 -2.1375
O -1.7566 0.3896 -6.6457
H -2.0276 -0.1092 -7.4286
H -0.9672 0.8576 -6.9258
O 0.7903 -4.4565 -1.7413
H 0.8820 -4.4015 -0.7847
H 1.6731 -4.2553 -2.0739
O 1.1001 -5.5449 10.1802
H 0.4051 -6.0550 10.6030
H 0.7072 -5.2588 9.3480
O -7.5039 0.2810 2.1701
H -8.0826 0.9924 2.4563
H -7.1464 0.5989 1.3331
O -4.2617 -4.0157 0.6698
H -4.8496 -3.3045 0.9514
H -3.8950 -3.7035 -0.1658
O -3.5521 -3.9305 3.8303
H -3.5750 -3.8203 2.8732
H -4.0487 -3.1767 4.1600
O 1.2955 -2.3593 7.7703
H 1.9094 -2.2551 7.0337
H 1.8223 -2.1582 8.5498
O 3.9176 2.2218 -5.2036
H 3.8494 2.3410 -6.1554
H 3.4182 2.9573 -4.8367
O -5.9511 -1.3350 -0.1186
H -5.6255 -1.9131 -0.8177
H -6.7359 -0.9245 -0.5014
O 2.8186 10.7550 -6.4829
H 2.1640 10.2483 -5.9858
H 2.3824 10.9550 -7.3137
O -0.6915 1.3135 6.0020
H -1.3813 0.7918 6.4221
H -1.0847 1.5897 5.1700
O -0.2029 -2.8484 -6.4974
H 0.5790 -2.8116 -7.0559
H -0.4424 -3.7799 -6.4944
O -3.4971 0.2116 -8.9678
H -3.5150 0.3466 -9.9189
H -4.0072 0.9471 -8.6157
O -5.0206 -1.2675 2.7851
H -5.0443 -1.1562 1.8246
H -5.5208 -0.5159 3.1186
O 3.9367 -2.8793 -3.0496
H 4.2978 -3.4500 -3.7322
H 3.1462 -2.4971 -3.4526
O 6.3587 -6.7889 3.7302
H 5.6671 -7.3076 4.1522
H 5.9676 -6.5252 2.8917
*
```

Molar mass = 926.93 g/mol
Gap between HOMO and LUMO = 8.07 eV
HOMO energy = -9.0 eV
Maximum force = 3.037 eV Å⁻¹

---

Q: Look up the maximum force of the third one.
A: 8.036 eV Å⁻¹

---

Q: The lowest molar mass belongs to which entry?
A: C5H11N